{
  "formula": "C36H50Br2Cl42NO3",
  "method": "the ωB97M-V functional and the def2-TZVPD basis",
  "lumo_energy_ev": -4.63,
  "total_charge": 1,
  "molar_mass_g_mol": 2193.63,
  "species": ["C", "H", "H", "H", "H", "C", "H", "Cl", "H", "Cl", "H", "Cl", "Cl", "H", "C", "H", "C", "H", "H", "Cl", "C", "H", "C", "C", "Br", "Cl", "Cl", "Cl", "Cl", "C", "Cl", "H", "C", "Cl", "Cl", "H", "Cl", "H", "H", "C", "Cl", "H", "Cl", "Cl", "H", "C", "Cl", "Cl", "H", "Cl", "C", "C", "H", "C", "H", "H", "C", "H", "Cl", "H", "C", "C", "C", "Cl", "O", "Cl", "C", "Cl", "H", "H", "H", "Cl", "H", "Cl", "C", "C", "N", "H", "Cl", "C", "Cl", "C", "Cl", "Cl", "C", "H", "H", "O", "C", "H", "C", "H", "H", "C", "H", "Cl", "O", "H", "C", "Cl", "C", "C", "C", "H", "Br", "H", "Cl", "C", "H", "H", "C", "Cl", "C", "Cl", "Cl", "C", "H", "H", "C", "H", "H", "Cl", "Cl", "H", "Cl", "H", "Cl", "H", "Cl", "H", "Cl", "Cl", "H", "H"],
  "positions_angstrom": [[4.62376, -8.56979, -8.39797], [1.89561, -6.63675, -11.84362], [2.13623, 2.35442, -3.94502], [3.09039, 5.89543, 1.14623], [0.76622, -1.84977, 8.61151], [-2.19187, 5.24796, -1.09498], [-6.52374, 3.92925, 0.23429], [3.72275, -8.28456, -9.89289], [-7.56119, -4.93916, 8.41442], [-0.04118, -5.65657, -12.74629], [-2.74084, 5.83620, -1.92916], [2.46892, -6.25100, -14.09046], [3.65555, 7.83332, -3.03447], [3.71396, 4.18172, 2.53147], [2.46317, 4.96070, 0.84008], [3.42615, 2.93453, 1.21896], [4.29620, 7.37658, -1.45019], [-7.39039, 2.15714, -0.90912], [-3.26102, 2.22878, -3.67756], [3.91480, -6.86160, -3.10441], [1.36703, -6.72700, -12.79084], [-1.27663, 0.42891, -3.80731], [0.94215, -2.92130, 8.68909], [7.37132, -1.62137, -3.23519], [2.32445, 1.21960, -0.96138], [-8.95844, -4.07111, 6.73188], [2.69344, -2.80432, 0.89614], [-1.63608, -3.68828, 11.41252], [3.12821, 7.76910, -0.17206], [-1.46262, 0.32739, -2.69174], [6.29049, -8.00005, -8.55792], [2.75274, 4.75759, -0.25366], [-5.93286, 0.54702, -0.47312], [-0.50946, -3.76606, 8.13124], [4.06586, -0.73600, 4.49260], [-2.58417, -3.57925, 13.56164], [-7.42567, -0.12564, 2.74805], [4.64434, -9.64152, -8.20918], [-1.50499, 4.50896, -1.64595], [-7.36440, -1.89447, 2.67884], [7.27279, -2.78552, -4.56413], [0.86841, 6.28256, 1.67447], [2.12883, 0.08904, 6.49922], [2.59644, -3.30972, -1.96288], [-4.42459, 0.91128, 1.12878], [0.91579, 5.38829, 0.94283], [7.18151, 0.88346, -7.16928], [3.82450, -7.77771, -7.03001], [-1.42975, 7.33040, -0.79159], [7.52895, 2.33416, -0.99365], [8.51040, -0.28186, -7.07446], [-7.65780, -3.96884, 7.93101], [1.41776, 1.48676, 3.69290], [2.51922, -1.11494, 5.26384], [2.69941, 0.12647, -3.75780], [0.35723, 2.18714, -3.49201], [-0.31256, 0.09798, -1.68675], [0.20141, 4.54541, 1.22848], [-1.25763, -5.51834, 13.64137], [9.71203, 1.49964, -1.24974], [-5.64344, 3.22535, -0.03300], [-4.63368, 4.17125, -0.90301], [-2.91862, 0.38216, -2.09557], [2.33059, -3.33292, 7.66894], [-4.19195, 1.88457, -3.73878], [-10.90292, -2.10019, 11.54083], [-3.20394, 0.24531, -0.59165], [-8.05884, -2.59742, 4.14417], [-4.38753, 3.73274, -1.92791], [4.34548, -6.58712, -5.40270], [0.54437, 5.28038, -1.33603], [1.22739, -1.20666, 4.05521], [-1.99718, -0.05051, 1.43906], [8.41127, -1.44639, -8.40328], [3.84511, -5.98633, -4.64193], [1.74806, 1.81904, 2.63493], [-0.58596, -0.00555, -0.25324], [3.51741, -4.66801, -0.27942], [0.86223, -8.41146, -12.98870], [-11.87948, -1.85406, 10.08543], [10.04476, 3.64967, -0.35976], [1.24451, -0.04978, -2.08321], [4.68761, -4.43564, -4.51274], [1.27703, -3.30968, 10.38022], [2.90072, 3.76294, 1.81895], [-5.18596, 2.91691, 0.96443], [-6.10822, -0.20560, -1.33669], [-4.92846, -0.26402, -3.51084], [1.55340, 0.22785, -3.63807], [0.99108, 1.73008, -5.24317], [-6.23709, 2.04364, -0.93773], [-4.64564, -0.83652, 0.67671], [-2.76380, 3.50585, 0.18088], [1.18896, 1.72006, -4.12169], [8.42353, -0.82552, -6.13402], [5.16413, -3.02581, -0.62075], [1.84482, 3.25708, 2.67694], [5.20349, 7.94987, -1.26954], [3.49701, -3.59574, -0.46661], [-6.11911, -3.58117, 7.14700], [0.33584, 5.98997, -0.46107], [-4.10896, 0.58225, -3.11531], [-3.25830, 4.48452, -0.14031], [-7.95540, -2.22463, 1.82634], [0.80697, -1.19453, -4.86917], [-3.47632, 5.18923, 0.73869], [-11.13129, -2.64995, 8.69357], [9.20915, 2.09634, -0.49096], [-11.92961, -0.78585, 9.88320], [-5.95717, 2.27730, -2.03081], [-1.60295, -3.84729, 13.17460], [4.71914, 5.65841, -1.42872], [-1.90735, 0.05439, 0.29498], [-13.52616, -2.45147, 10.33381], [2.16399, -5.74225, -5.14288], [-1.26021, 6.29584, -0.30418], [7.28449, -2.16483, -2.29631], [-6.76421, 0.27878, 0.29149], [-4.55404, 0.22026, 0.20545], [-1.54629, 6.41092, 0.79825], [2.73428, 1.28377, 2.40897], [10.07092, 0.55169, -7.09394], [-0.40782, -2.74610, 13.87532], [0.85414, 6.98239, -0.66777], [9.28033, 1.21971, 1.04431], [2.60521, -2.08771, 5.74779], [8.93196, -0.78714, -3.25408], [-5.15255, 5.18575, -1.10613], [-5.69887, -2.45327, 2.45246], [1.63161, -1.10582, -1.78035], [6.04199, -0.45639, -3.33012], [-8.04400, -2.76608, 9.16847], [0.21093, -0.15313, 0.40138], [0.89884, 1.45161, 1.93431]],
  "forces_ev_per_angstrom": [[0.182, -0.028, -0.191], [-0.120, -0.002, -0.194], [-1.551, -0.917, -0.238], [-1.194, -2.181, -0.498], [0.067, -0.213, -0.032], [-0.222, 0.372, 0.012], [1.399, -1.307, -0.231], [0.054, -0.096, 0.157], [-0.042, 0.192, -0.131], [0.127, -0.076, 0.052], [0.682, -1.039, 1.396], [-0.065, -0.040, 0.164], [0.069, -0.034, 0.170], [-1.244, -0.707, -1.129], [-0.122, 0.474, 0.494], [-0.975, 0.968, 0.856], [-0.072, 0.137, -0.036], [1.879, -0.365, -0.127], [-1.251, 0.182, -0.037], [0.008, 0.021, -0.076], [-0.003, -0.002, -0.073], [-0.196, -0.283, 1.762], [-0.117, 0.028, 0.352], [-0.004, 0.005, -0.005], [-0.633, -0.623, -0.665], [0.046, -0.200, 0.171], [0.016, 0.003, 0.023], [-0.542, -0.085, 0.330], [0.632, 0.797, -0.483], [-0.557, -0.543, 4.753], [-0.181, -0.087, 0.056], [-0.675, -0.002, 1.810], [-0.970, -0.666, -0.475], [0.108, 0.105, -0.036], [-0.149, -0.056, 0.039], [0.220, -0.053, -0.067], [-0.026, -0.109, 0.112], [-0.033, 0.229, -0.024], [-1.067, 0.829, 0.843], [-0.308, -0.062, 0.196], [0.256, 0.298, 0.168], [-0.291, -1.741, -0.816], [-0.010, -0.180, -0.130], [0.040, -0.177, 0.072], [-0.012, -1.019, -1.547], [0.057, 0.936, -1.149], [0.062, -0.099, 0.076], [-0.138, -0.626, -0.812], [0.165, -1.591, 0.888], [0.072, -0.062, -0.028], [0.072, -0.018, -0.033], [0.049, 0.162, 0.191], [0.587, 0.585, -1.713], [0.312, 0.129, 0.016], [-1.998, -0.144, 0.233], [1.017, -0.678, -1.114], [-1.827, 0.377, -0.376], [1.215, 1.090, -0.003], [-0.066, 0.159, -0.038], [-0.134, 0.117, 0.148], [-0.480, 1.311, -0.804], [0.355, 0.427, 0.652], [1.920, -0.330, 1.689], [-0.008, -0.248, 0.276], [2.241, -2.409, 1.660], [-0.039, 0.064, -0.106], [4.080, -0.233, -0.937], [0.214, 0.191, -0.425], [-0.448, 0.353, 1.400], [-0.043, 0.478, 0.624], [-0.330, 0.920, 1.187], [-0.099, -0.240, -0.002], [0.245, 0.209, -2.083], [-0.015, 0.067, 0.187], [-0.012, 0.292, 0.265], [-0.784, -0.517, 1.418], [-3.279, 0.261, -2.239], [-0.018, 0.208, -0.064], [0.075, 0.132, 0.079], [-0.094, -0.057, -0.059], [-0.077, -0.183, -0.050], [-1.025, -0.890, -0.584], [-0.163, -0.376, -0.132], [0.467, 0.171, -0.479], [1.284, 0.875, 0.098], [-0.446, 0.212, -1.420], [0.301, 1.391, 1.281], [3.323, 2.693, 2.329], [1.245, 1.005, 0.499], [0.019, 0.015, 1.618], [-0.790, 0.452, -0.102], [0.266, 1.648, -0.932], [-0.766, 1.272, 0.008], [0.851, -0.133, 0.303], [0.028, 0.144, -0.262], [-0.194, -0.083, 0.067], [0.888, -1.352, -1.412], [-0.196, -0.130, -0.020], [0.086, -0.007, -0.066], [-0.084, -0.093, 0.050], [-0.385, 0.263, 1.102], [-2.412, -0.689, -2.744], [0.129, 0.550, -1.018], [0.166, 0.081, 0.137], [0.332, 0.832, 1.075], [0.373, -1.347, -1.037], [-0.581, 0.189, 0.111], [0.097, 0.084, 0.066], [0.014, -0.228, 0.053], [-0.296, -0.664, 1.724], [-0.029, -0.039, 0.013], [0.328, 0.212, -0.192], [-0.645, 0.294, -2.618], [0.135, 0.104, -0.011], [0.096, 0.002, 0.083], [0.629, 0.511, -1.023], [0.029, 0.109, -0.209], [1.741, 0.425, -1.128], [0.108, -0.179, 1.119], [0.419, -0.374, -1.508], [-1.342, 0.835, 0.134], [-0.151, -0.094, 0.068], [-0.105, -0.056, -0.049], [-0.752, -1.554, 0.103], [-0.004, 0.020, -0.163], [-0.099, 0.404, -0.266], [-0.102, -0.056, 0.005], [0.831, -1.652, 0.269], [-0.047, -0.079, 0.018], [-0.859, 1.944, -0.558], [0.066, -0.089, 0.031], [0.535, -0.241, -0.084], [-0.650, 0.263, -0.748], [1.338, 0.630, 0.697]],
  "mulliken_charge": [-0.04, 0.12, 0.35, 0.31, 0.22, -0.08, 0.39, -0.07, 0.31, -0.13, 0.36, -0.11, -0.12, 0.20, 0.26, 0.04, -0.05, 0.45, 0.43, -0.14, 0.23, 0.48, 0.16, 0.07, 0.00, -0.14, -0.03, -0.06, -0.12, -0.05, -0.12, -0.13, -0.72, -0.12, -0.11, 0.33, -0.14, 0.33, -0.18, 0.00, -0.12, 0.14, -0.10, -0.12, 0.30, -0.55, -0.12, -0.13, 0.34, -0.04, 0.71, 0.04, 0.17, 0.46, 0.32, 0.09, 0.14, 0.26, -0.11, 0.15, -0.55, -0.61, 0.19, -0.18, -0.45, -0.13, 0.53, -0.02, 0.28, 0.23, 0.16, -0.12, 0.40, -0.13, 0.13, -0.06, 0.21, 0.40, -0.12, 0.01, -0.12, 0.69, -0.03, -0.09, -0.55, 0.34, 0.33, -0.49, -0.30, 0.33, -0.76, -0.03, -0.04, -0.69, -0.36, -0.08, -0.43, 0.38, -0.16, -0.12, -0.19, 0.04, -0.38, 0.31, -0.08, 0.35, -0.05, 0.15, 0.30, 0.33, -0.03, -0.07, -0.87, -0.12, -0.13, -0.85, 0.13, 0.07, -0.02, 0.42, 0.32, -0.13, -0.12, 0.19, -0.12, -0.16, -0.11, 0.30, -0.16, -0.56, 0.03, -0.08, 0.11, -0.08]
}

---

{
  "formula": "C6H11N2O3",
  "method": "the ωB97M-V functional and the def2-TZVPD basis",
  "de_lowest_kj_mol": 0.00,
  "lumo_energy_ev": -3.07,
  "total_charge": 1,
  "molar_mass_g_mol": 159.17,
  "species": ["O", "N", "C", "H", "H", "H", "H", "H", "O", "H", "H", "H", "H", "C", "C", "H", "C", "C", "H", "O", "C", "N"],
  "positions_angstrom": [[1.42356, 0.56149, 0.67245], [3.78890, -4.45902, -0.84638], [1.50556, 0.22137, 2.03575], [-0.55375, 1.17190, 0.75993], [2.56764, 0.27310, 2.34359], [0.94155, 0.95030, 2.64893], [1.32675, -3.82465, -2.90160], [-0.62473, -2.23390, 1.96589], [-0.40092, -0.87128, 0.45659], [-0.95304, -0.53753, 2.42478], [3.27100, -3.19540, 0.84207], [3.64324, -5.39438, -2.79353], [4.66468, -4.88766, -0.49628], [0.08865, 0.43135, 0.24575], [3.21198, -4.70473, -2.06794], [0.04808, 0.64649, -0.83938], [3.05837, -3.57801, -0.15618], [2.07898, -3.93699, -2.12082], [1.27348, -2.58972, -0.65453], [1.03904, -1.08468, 2.27570], [-0.28972, -1.18849, 1.82335], [2.01616, -3.25778, -0.92914]],
  "forces_ev_per_angstrom": [[-0.210, -0.397, 0.066], [0.801, -0.177, 0.726], [0.822, 0.596, 0.619], [0.176, -0.301, 0.105], [-0.607, -0.152, -0.310], [-0.092, -0.238, -0.242], [0.379, -0.056, 0.396], [0.312, 0.565, -0.179], [0.390, -0.224, -0.012], [0.274, 0.049, -0.235], [-0.146, -0.136, -0.443], [-0.216, 0.348, 0.367], [-0.941, 0.458, -0.383], [-0.258, 0.865, -0.845], [-0.467, 0.080, -0.469], [0.136, -0.259, 0.628], [-0.161, -0.018, -0.268], [0.332, -0.403, -0.315], [0.593, -0.436, -0.125], [-0.056, -0.059, -0.393], [-0.714, -0.696, 0.638], [-0.347, 0.588, 0.675]],
  "mulliken_charge": [-0.38, -0.05, -0.18, 0.35, 0.25, 0.34, 0.40, 0.25, -0.40, 0.36, 0.41, 0.38, 0.27, -0.20, -0.32, 0.25, -0.12, -0.25, 0.20, -0.39, -0.22, 0.05]
}

---

Q: What is the formula in the second record?
A: C6H11N2O3

---

Q: What is the formula in the second record?
A: C6H11N2O3